{
  "formula": "C9H14O",
  "method": "ωB97M-V/def2-TZVPD",
  "symbols": ["C", "C", "C", "C", "C", "O", "C", "C", "H", "H", "H", "H", "H", "H", "H", "H", "C", "C", "H", "H", "H", "H", "H", "H"],
  "coordinates": [[-0.611, -2.516, 2.606], [0.061, -1.422, 1.804], [0.498, -1.563, 0.515], [1.237, -0.527, -0.107], [1.408, 0.659, 0.569], [2.055, 1.750, 0.054], [0.800, 0.872, 1.828], [0.146, -0.149, 2.440], [-0.558, -3.430, 2.005], [-1.632, -2.373, 2.946], [0.020, -2.743, 3.467], [0.194, -2.373, -0.136], [1.572, -0.548, -1.138], [2.473, 1.498, -0.779], [0.960, 1.815, 2.334], [-0.245, 0.032, 3.432], [-1.598, 0.975, -2.327], [-0.540, 1.833, -3.051], [-2.214, 1.580, -1.677], [-2.198, 0.554, -3.141], [-1.107, 0.117, -1.875], [-0.947, 2.775, -3.403], [-0.148, 1.285, -3.917], [0.372, 1.900, -2.452]],
  "smiles": "Cc1ccc(O)cc1.CC",
  "homo_lumo_gap_ev": 9.2,
  "relative_energy_ev": 0.5408,
  "total_energy_ha": -426.5529,
  "lumo_ev": 0.88
}